[1]
This record from OMol25 describes one molecule with the formula C5H6O2 in a non-equilibrium geometry. The level of theory is ωB97M-V/def2-TZVPD.

```
13
C5H6O2, DFT ωB97M-V/def2-TZVPD
O 2.719 -0.157 -0.193
C 1.430 -0.022 0.207
O 0.833 1.197 0.600
C -0.415 1.458 -0.201
C -0.844 -0.045 -0.630
C -0.732 -0.894 0.681
C 0.393 -0.958 -0.149
H -1.172 1.568 0.541
H 0.070 2.334 -0.998
H -1.532 -0.299 -1.274
H -0.450 -0.307 1.606
H -1.106 -2.021 0.622
H 0.805 -1.855 -0.813
```

Results
**Net charge**: 0
**SMILES string**: O=C1OC[C@@H]2C[C@H]12
**Highest occupied orbital energy**: -9.93 eV
**Largest force on an atom**: 8.32 eV/Å
**Molar mass**: 98.1 g mol⁻¹
**Relative energy (zero: lowest compared OMol25 entry of this formula, charge and spin)**: 429.80 kJ/mol
**Spin multiplicity**: 1

These are the Mulliken partial charges, in e, on atoms 1 to 8: -0.60, 0.45, -0.36, -0.41, -0.64, -0.58, 0.14, 0.29

---

[2]
This record from OMol25 describes C40H59AsN4O3RhS3Si as an isolated structure in a non-equilibrium geometry. The level of theory is ωB97M-V/def2-TZVPD.

```
112
C40H59AsN4O3RhS3Si, DFT ωB97M-V/def2-TZVPD
Rh -0.158 -0.425 0.406
C 2.854 3.575 0.275
C 2.179 2.815 1.407
C 1.873 3.766 2.555
C 3.057 1.678 1.885
O 0.938 2.181 0.936
Si -0.423 2.907 0.323
S -1.760 1.279 0.008
O 0.019 3.604 -1.095
C -0.628 4.587 -1.936
C -2.114 4.272 -2.061
C 0.059 4.485 -3.285
C -0.414 5.970 -1.332
O -1.050 4.074 1.257
C -1.917 4.183 2.411
C -1.569 5.509 3.066
C -3.353 4.185 1.913
C -1.683 3.027 3.372
H 3.821 3.952 0.616
H 2.245 4.417 -0.058
H 3.017 2.923 -0.581
H 2.806 4.192 2.932
H 1.384 3.233 3.372
H 1.225 4.583 2.232
H 3.989 2.068 2.301
H 3.304 1.013 1.058
H 2.544 1.100 2.656
H -2.259 3.226 -2.345
H -2.573 4.910 -2.820
H -2.628 4.442 -1.109
H -0.131 3.508 -3.739
H 1.137 4.613 -3.165
H -0.310 5.259 -3.962
H -0.791 5.996 -0.310
H -0.936 6.727 -1.923
H 0.652 6.216 -1.317
H -1.628 6.318 2.335
H -0.557 5.481 3.475
H -2.267 5.722 3.880
H -3.514 5.016 1.222
H -4.045 4.292 2.752
H -3.573 3.247 1.394
H -0.630 2.959 3.649
H -1.985 2.082 2.913
H -2.272 3.172 4.282
S 1.050 -1.656 1.966
C 2.753 -1.809 1.473
C 3.709 -2.027 2.458
C 5.054 -2.091 2.116
C 5.450 -1.958 0.793
C 4.492 -1.756 -0.192
C 3.149 -1.691 0.157
As 1.726 -1.260 -1.068
C 2.671 -0.640 -2.620
C 3.335 -1.540 -3.448
C 4.055 -1.063 -4.535
C 4.117 0.302 -4.791
C 3.462 1.197 -3.956
C 2.734 0.724 -2.874
C 1.160 -3.031 -1.635
C 1.192 -4.100 -0.744
C 0.717 -5.346 -1.140
C 0.195 -5.526 -2.415
C 0.154 -4.457 -3.301
C 0.634 -3.213 -2.912
H 3.398 -2.114 3.493
H 5.798 -2.233 2.892
H 6.498 -1.998 0.526
H 4.799 -1.651 -1.224
H 3.302 -2.602 -3.248
H 4.572 -1.761 -5.182
H 4.676 0.667 -5.645
H 3.516 2.262 -4.146
H 2.208 1.415 -2.231
H 1.596 -3.968 0.252
H 0.765 -6.181 -0.450
H -0.184 -6.496 -2.716
H -0.249 -4.591 -4.298
H 0.603 -2.385 -3.610
C -2.038 -5.690 1.153
C -1.646 -4.913 2.403
N -1.512 -3.472 2.164
C -2.348 -2.460 2.425
S -1.774 -0.831 2.331
N -3.617 -2.615 2.800
C -4.483 -3.797 2.904
C -4.727 -4.218 4.345
H -2.201 -6.743 1.396
H -1.250 -5.631 0.400
H -2.955 -5.294 0.709
H -0.675 -5.253 2.760
H -2.351 -5.077 3.211
H -0.581 -3.146 1.918
H -4.058 -1.732 3.010
H -4.061 -4.608 2.327
H -5.426 -3.527 2.432
H -3.794 -4.492 4.843
H -5.401 -5.076 4.375
H -5.186 -3.406 4.913
N -0.466 0.406 -2.673
C -1.285 -0.638 -2.372
C -2.116 -1.176 -3.369
C -2.909 -2.254 -3.090
C -2.870 -2.826 -1.817
C -2.032 -2.273 -0.893
N -1.252 -1.200 -1.145
H -0.716 0.934 -3.494
H -0.208 0.989 -1.888
H -2.124 -0.714 -4.347
H -3.560 -2.660 -3.855
H -3.475 -3.684 -1.559
H -1.941 -2.688 0.092
```

Results
**Net charge**: +1
**Highest occupied orbital energy (spin up / spin down)**: -10.14 / -10.14 eV
**Largest force on an atom**: 1.50 eV/Å
**Molar mass**: 946.1 g mol⁻¹
**Relative energy (zero: lowest compared OMol25 entry of this formula, charge and spin)**: 0.00 kJ/mol
**Spin multiplicity**: 1

These are the Mulliken partial charges, in e, on atoms 1 to 8: 1.52, -1.30, 1.60, -1.50, -1.75, 0.49, -0.47, -0.83

---

[3]
This record from OMol25 describes a 2-piece molecular cluster, C3H8ClPS overall in a non-equilibrium geometry. The level of theory is ωB97M-V/def2-TZVPD.

```
14
C3H8ClPS, DFT ωB97M-V/def2-TZVPD
C 2.023 1.496 0.359
C -2.666 -1.712 0.450
C 2.073 0.348 -0.725
P -2.333 -0.690 -1.038
S 1.096 -1.057 -0.247
Cl -2.856 1.110 -0.397
H 1.114 2.086 0.315
H 1.968 1.111 1.362
H 2.787 2.215 0.449
H -1.607 -1.836 0.995
H -3.103 -2.577 0.136
H -3.356 -1.101 1.047
H 3.074 -0.091 -0.936
H 1.788 0.699 -1.769
```

Results
**Net charge**: 0
**Highest occupied orbital energy (spin up / spin down)**: -7.95 / -9.08 eV
**Largest force on an atom**: 4.76 eV/Å
**Molar mass**: 142.6 g mol⁻¹
**Relative energy (zero: lowest compared OMol25 entry of this formula, charge and spin)**: 292.52 kJ/mol
**Spin multiplicity**: 1

These are the Mulliken partial charges, in e, on atoms 1 to 8: -1.03, -0.77, -0.37, 0.19, -0.16, -0.18, 0.27, 0.33

---

[4]
This record from OMol25 describes one molecule with the formula C4H6N2O in a non-equilibrium geometry. The level of theory is ωB97M-V/def2-TZVPD.

```
13
C4H6N2O, DFT ωB97M-V/def2-TZVPD
O 1.401 2.079 0.798
C 0.856 1.141 0.279
N 1.450 -0.021 -0.284
C 0.464 -1.078 -0.094
C -0.670 -0.261 -0.654
C -1.670 0.275 0.322
N -0.513 1.061 -0.085
H 2.435 -0.215 -0.223
H 0.367 -1.329 0.972
H 0.613 -1.998 -0.667
H -0.404 -0.183 -1.719
H -2.638 0.678 0.025
H -1.691 -0.148 1.332
```

Results
**Net charge**: 0
**SMILES string**: O=C1NC[C@H]2CN12
**Highest occupied orbital energy**: -9.51 eV
**Largest force on an atom**: 1.94 eV/Å
**Molar mass**: 98.1 g mol⁻¹
**Relative energy (zero: lowest compared OMol25 entry of this formula, charge and spin)**: 246.19 kJ/mol
**Spin multiplicity**: 1

These are the Mulliken partial charges, in e, on atoms 1 to 8: -0.55, 0.37, -0.30, -0.65, 0.08, -0.26, -0.25, 0.23

---

[5]
This record from OMol25 describes C8H16O2S3 as an isolated structure in a non-equilibrium geometry. The level of theory is ωB97M-V/def2-TZVPD.

```
29
C8H16O2S3, DFT ωB97M-V/def2-TZVPD
C 3.650 2.482 0.808
C 3.675 1.881 -0.476
C 2.656 0.748 -0.887
C 1.116 1.203 -0.773
C 0.307 -2.159 0.589
C -0.437 -0.971 0.879
C -1.655 -0.853 0.155
C -4.504 1.755 0.541
H 4.394 1.837 1.673
H 2.348 2.385 1.364
H 4.054 3.694 0.674
H 4.857 1.816 -0.779
H 3.410 2.736 -1.106
H 2.825 0.411 -2.057
H 0.473 0.287 -0.842
H 1.070 1.508 0.189
H 0.766 1.997 -1.508
H -0.197 -2.915 -0.036
H 0.499 -2.553 1.594
H -0.068 -0.538 2.149
H -1.925 -1.606 -0.905
H -5.108 1.262 1.454
H -3.578 2.344 0.994
H -5.282 2.208 -0.325
O -2.408 0.201 0.671
O -4.677 -0.660 -0.555
S 3.083 -0.596 0.290
S 1.860 -2.142 -0.372
S -3.737 0.506 -0.447
```

Results
**Net charge**: 0
**Highest occupied orbital energy**: -8.51 eV
**Largest force on an atom**: 7.09 eV/Å
**Molar mass**: 240.4 g mol⁻¹
**Relative energy (zero: lowest compared OMol25 entry of this formula, charge and spin)**: 712.89 kJ/mol
**Spin multiplicity**: 1

These are the Mulliken partial charges, in e, on atoms 1 to 8: -0.74, -0.71, 0.28, -1.03, -0.55, -0.08, -0.28, -0.74

---

[6]
This record from OMol25 describes C47H38GdGeN9O7PS3 as an isolated structure in a non-equilibrium geometry. The level of theory is ωB97M-V/def2-TZVPD.

```
107
C47H38GdGeN9O7PS3, DFT ωB97M-V/def2-TZVPD
Gd -0.758 0.480 0.012
N -0.629 4.353 0.725
P 0.396 3.060 1.330
C 0.464 3.396 3.149
C -0.569 3.897 3.976
C -0.426 4.028 5.335
C 0.717 3.598 5.990
C 1.728 3.074 5.206
C 1.631 2.950 3.801
C 1.955 3.879 0.758
C 2.439 4.877 1.443
C 3.705 5.591 1.130
C 4.646 5.102 0.364
C 4.766 3.844 -0.342
C 3.725 3.062 -0.655
C -1.537 4.338 -0.325
C -1.740 5.487 -1.121
C -2.463 5.459 -2.269
C -3.177 4.291 -2.571
C -2.948 3.232 -1.700
N -2.146 3.229 -0.590
H -0.228 5.248 1.036
H -1.450 4.331 3.549
H -1.200 4.474 5.849
H 0.737 3.676 7.023
H 2.613 2.646 5.737
H 2.479 2.542 3.257
H 1.965 5.133 2.413
H 3.866 6.432 1.734
H 5.524 5.730 0.300
H 5.791 3.530 -0.472
H 3.851 2.045 -1.103
H -1.099 6.302 -0.920
H -2.479 6.358 -2.916
H -3.749 4.194 -3.468
H -3.403 2.270 -1.887
O 2.461 -0.633 -2.504
S 1.995 -1.383 -1.316
O 2.349 3.304 -0.418
O 0.832 -2.299 -1.901
O 1.231 -0.393 -0.322
S -4.828 -2.459 6.384
N -4.986 -0.940 5.683
C -4.055 -0.875 4.738
C -3.665 0.308 4.019
C -4.277 1.571 4.204
C -3.779 2.615 3.474
C -2.693 2.441 2.640
N -2.090 1.299 2.416
C -2.565 0.217 3.136
C -1.863 -1.063 2.902
N -0.879 -1.091 1.996
C -0.273 -2.276 1.734
C -0.507 -3.403 2.493
C -1.486 -3.309 3.500
C -2.152 -2.127 3.715
C -3.259 -2.034 4.643
N -3.604 -3.015 5.454
H -5.116 1.704 4.861
H -4.277 3.578 3.458
H -2.366 3.272 2.010
H 0.432 -2.312 0.855
H 0.021 -4.341 2.266
H -1.724 -4.126 4.163
N -1.731 0.064 -7.102
C -0.649 0.731 -6.649
S 0.443 1.393 -7.692
C -0.464 0.771 -5.175
C -0.891 -0.290 -4.456
C -0.826 -0.272 -3.080
N -0.399 0.801 -2.430
C 0.060 1.898 -3.120
C 0.062 1.860 -4.493
H -1.820 -0.103 -8.089
H -2.403 -0.336 -6.502
H -1.267 -1.199 -4.897
H -0.940 -1.179 -2.466
H 0.503 2.691 -2.585
H 0.429 2.702 -5.056
Ge 0.664 -4.116 -2.077
C 2.393 -4.521 -2.909
C 3.100 -5.694 -2.711
C 4.103 -5.961 -3.622
C 4.587 -5.020 -4.501
C 3.992 -3.739 -4.591
C 2.848 -3.554 -3.830
C 0.614 -5.358 -0.524
C 0.098 -6.612 -0.777
C 0.165 -7.653 0.175
C 0.768 -7.370 1.391
C 1.466 -6.139 1.586
C 1.394 -5.136 0.651
H -0.528 -4.225 -3.119
H 2.827 -6.491 -1.996
H 4.587 -6.886 -3.492
H 5.377 -5.201 -5.210
H 4.244 -3.035 -5.370
H 2.270 -2.651 -3.860
H -0.423 -6.818 -1.757
H -0.301 -8.585 -0.020
H 0.865 -8.162 2.117
H 1.986 -6.053 2.521
H 1.934 -4.253 0.845
O -3.001 0.080 -0.531
N -2.767 -1.181 -0.808
O -3.618 -1.849 -1.362
O -1.626 -1.713 -0.485
```

Results
**Net charge**: +1
**Highest occupied orbital energy (spin up / spin down)**: -10.35 / -10.35 eV
**Largest force on an atom**: 2.90 eV/Å
**Molar mass**: 1197.9 g mol⁻¹
**Relative energy (zero: lowest compared OMol25 entry of this formula, charge and spin)**: 0.00 kJ/mol
**Spin multiplicity**: 8

These are the Mulliken partial charges, in e, on atoms 1 to 8: 1.02, 0.11, 0.97, 0.35, -0.55, -0.70, -0.68, -0.62

---

[7]
This record from OMol25 describes a 2-piece molecular cluster, C2H10NO overall. The level of theory is ωB97M-V/def2-TZVPD.

```
14
C2H10NO, DFT ωB97M-V/def2-TZVPD
N 2.154 -1.530 0.610
H 2.887 -0.927 0.239
H 1.704 -1.044 1.394
H 1.418 -1.698 -0.087
H 2.531 -2.459 0.785
C -0.746 0.560 -0.786
O -0.450 -0.471 0.184
C -1.382 1.794 -0.187
H 0.259 0.856 -1.097
H -1.285 0.118 -1.628
H -1.234 -1.010 0.327
H -0.846 1.917 0.760
H -1.245 2.701 -0.779
H -2.452 1.784 0.012
```

Results
**Net charge**: +1
**Highest occupied orbital energy**: -14.70 eV
**Largest force on an atom**: 0.82 eV/Å
**Molar mass**: 64.1 g mol⁻¹
**Relative energy (zero: lowest compared OMol25 entry of this formula, charge and spin)**: 74.66 kJ/mol
**Spin multiplicity**: 1

These are the Mulliken partial charges, in e, on atoms 1 to 8: -0.47, 0.36, 0.36, 0.34, 0.38, -0.13, -0.54, -1.03

---

[8]
This record from OMol25 describes C37H53KN11O5PSe2 as an isolated structure in a non-equilibrium geometry. The level of theory is ωB97M-V/def2-TZVPD.

```
110
C37H53KN11O5PSe2, DFT ωB97M-V/def2-TZVPD
K -1.573 -0.966 -0.101
N -0.868 -2.597 2.314
N -1.964 -2.304 3.151
C -2.707 -1.215 2.896
N -3.919 -1.107 3.454
N -2.075 -0.244 2.202
N -2.808 0.700 1.589
O -2.194 1.299 0.682
O -3.961 0.967 1.835
H -1.196 -3.208 1.548
H -0.158 -3.078 2.854
H -2.458 -3.078 3.588
H -4.412 -1.969 3.624
H -4.472 -0.340 3.081
C -4.332 -3.602 -1.049
O -3.572 -2.050 0.592
C -3.333 -3.142 -0.003
O -2.324 -3.854 0.205
H -4.881 -2.759 -1.465
H -5.052 -4.268 -0.570
H -3.835 -4.167 -1.835
C 3.669 0.300 -2.388
O 2.810 -0.376 -1.478
H 4.457 0.850 -1.868
H 3.115 0.989 -3.025
H 4.123 -0.464 -3.015
H 2.275 0.276 -1.007
Se 1.652 -1.542 6.260
N 3.003 -0.382 6.210
C 3.142 -0.056 4.942
C 4.131 0.863 4.444
C 4.145 1.087 3.119
C 3.192 0.412 2.263
N 2.278 -0.415 2.642
C 2.237 -0.671 4.001
N 1.360 -1.511 4.508
H 4.821 1.332 5.130
H 4.858 1.762 2.667
H 3.240 0.622 1.200
N 0.495 2.196 1.524
C 0.470 3.418 2.191
C -0.281 4.482 1.694
C -0.260 5.710 2.334
C 0.508 5.907 3.474
C 1.253 4.847 3.970
C 1.238 3.614 3.339
H 0.733 1.405 2.106
H -0.343 1.990 0.996
H -0.889 4.336 0.811
H -0.854 6.522 1.936
H 0.520 6.867 3.970
H 1.852 4.976 4.863
H 1.821 2.791 3.734
C -1.292 3.118 -2.277
C -0.958 2.167 -3.435
C 0.557 1.956 -3.448
C -1.402 2.825 -4.740
P -1.784 0.552 -2.970
C -3.568 0.933 -3.181
C -4.312 1.063 -2.009
C -5.674 1.332 -2.048
C -6.318 1.464 -3.267
C -5.594 1.336 -4.446
C -4.234 1.077 -4.400
C -1.386 -0.799 -4.211
C -0.087 -1.460 -3.719
C -2.496 -1.847 -4.091
C -1.200 -0.415 -5.677
H -0.743 4.053 -2.411
H -1.017 2.697 -1.310
H -2.357 3.352 -2.243
H 1.059 2.926 -3.477
H 0.888 1.382 -4.314
H 0.893 1.433 -2.549
H -0.915 3.800 -4.831
H -2.478 2.998 -4.756
H -1.133 2.243 -5.618
H -3.827 0.972 -1.048
H -6.221 1.429 -1.120
H -7.381 1.666 -3.303
H -6.090 1.439 -5.402
H -3.691 0.988 -5.333
H -0.178 -1.871 -2.712
H 0.760 -0.776 -3.713
H 0.166 -2.293 -4.380
H -2.706 -2.112 -3.052
H -2.176 -2.760 -4.598
H -3.435 -1.515 -4.537
H -0.324 0.216 -5.823
H -2.062 0.097 -6.103
H -1.041 -1.325 -6.262
C 2.556 -4.667 2.921
N 3.184 -3.658 2.102
C 2.725 -3.233 0.894
Se 1.267 -3.826 -0.036
N 3.595 -2.283 0.468
C 4.580 -2.065 1.407
C 5.663 -1.208 1.440
C 6.466 -1.241 2.574
C 6.186 -2.102 3.636
C 5.100 -2.970 3.596
C 4.313 -2.940 2.460
H 1.897 -5.251 2.281
H 1.976 -4.207 3.724
H 3.323 -5.313 3.347
H 3.339 -1.675 -0.313
H 5.879 -0.541 0.617
H 7.324 -0.587 2.634
H 6.825 -2.097 4.507
H 4.883 -3.637 4.418
```

Results
**Net charge**: 0
**Highest occupied orbital energy**: -7.33 eV
**Largest force on an atom**: 2.30 eV/Å
**Molar mass**: 959.9 g mol⁻¹
**Relative energy (zero: lowest compared OMol25 entry of this formula, charge and spin)**: 116.82 kJ/mol
**Spin multiplicity**: 1

These are the Mulliken partial charges, in e, on atoms 1 to 8: 1.23, -0.14, -0.22, 0.40, -0.49, -0.65, 1.20, -0.47